(A)
# C3H4NO2

2 unconnected molecules or ions with the total composition C3H4NO2 (the ωB97M-V functional and the def2-TZVPD basis, the OMol25 dataset).

Kohn-Sham gap ... 6.42 eV

Geometry as ORCA input:
```
! RIJCOSX wB97M-V def2-TZVPD def2/J DEFGRID3
* xyz -1 1
O 4.028 0.790 -0.102
O -2.514 0.349 -0.402
N -0.095 -0.530 0.010
C 2.275 -0.911 -0.170
C 1.013 -0.092 0.230
C 3.284 -0.146 -0.203
H 1.291 0.865 0.729
H 2.111 -1.920 -0.477
H -1.600 -0.070 -0.267
H -2.442 1.188 0.057
*
```



(B)
# C3H4NO2

A gas-phase ion, C3H4NO2 (charge -1) (the ωB97M-V functional and the def2-TZVPD basis, the OMol25 dataset).

Kohn-Sham gap ... 8.08 eV
SMILES ... C/N=C/C(=O)[O-]

Geometry as ORCA input:
```
! RIJCOSX wB97M-V def2-TZVPD def2/J DEFGRID3
* xyz -1 1
O 3.650 -0.746 1.104
O 3.919 1.288 0.182
N 0.830 0.606 0.669
C -0.504 0.235 0.284
C 3.292 0.277 0.498
C 1.817 0.130 0.051
H -1.005 -0.215 1.144
H -0.542 -0.474 -0.562
H 1.679 -0.582 -0.792
H -1.055 1.140 0.011
*
```



Most stable structure - (B); separation to the second - 216.0 kJ/mol.



(A)
# C7H11BO3

C7H11BO3 in the gas phase (the ωB97M-V functional and the def2-TZVPD basis, the OMol25 dataset).

Kohn-Sham gap ... 8.23 eV
SMILES ... CO/C=C/C=C\C=C\B(O)O

Geometry as ORCA input:
```
! RIJCOSX wB97M-V def2-TZVPD def2/J DEFGRID3
* xyz 0 1
O -2.696 -1.169 0.491
O 4.290 -0.745 -0.309
O 2.309 -1.466 0.882
C 0.920 1.017 0.215
C 2.187 0.813 -0.279
C -2.659 -2.296 -0.439
C -2.058 1.112 0.533
C -1.887 -0.120 0.167
C -1.226 2.192 0.136
C 0.063 2.107 -0.097
B 2.989 -0.472 0.211
H -1.650 3.195 0.203
H 3.062 -2.031 0.947
H -0.934 -0.352 -0.350
H 4.590 -0.064 -0.774
H 2.623 1.575 -0.988
H -2.992 1.408 1.139
H -3.240 -3.185 0.050
H 0.512 2.934 -0.561
H 0.714 0.226 0.891
H -1.634 -2.555 -0.750
H -3.281 -2.124 -1.318
*
```



(B)
# C7H11BO3

C7H11BO3 in the gas phase (the ωB97M-V functional and the def2-TZVPD basis, the OMol25 dataset).

Kohn-Sham gap (alpha / beta) ... 7.95 / 7.70 eV
SMILES ... C[C@@]1(O)C=C(B(O)O)C=CC1

Geometry as ORCA input:
```
! RIJCOSX wB97M-V def2-TZVPD def2/J DEFGRID3
* xyz 0 1
O -3.712 0.597 -0.041
O 1.702 -0.373 -1.571
O -2.887 -1.649 0.037
C 1.415 -0.389 -0.166
C 1.560 1.023 0.427
C -0.800 1.584 -0.174
C 0.030 -0.893 0.019
C -1.239 0.239 -0.080
C 2.432 -1.347 0.460
C 0.473 1.970 0.023
B -2.686 -0.303 -0.028
H -0.250 -1.924 -0.028
H 1.068 0.221 -1.988
H 2.399 -2.294 -0.070
H -1.560 2.321 -0.400
H 0.740 3.014 -0.037
H -3.799 -1.938 0.075
H 1.537 0.935 1.520
H 2.536 1.421 0.144
H 3.433 -0.934 0.368
H -4.596 0.232 -0.001
H 2.203 -1.512 1.509
*
```



Most stable structure - (B); separation to the second - 65.9 kJ/mol.



(A)
# C4H10O3

C4H10O3 in the gas phase (the ωB97M-V functional and the def2-TZVPD basis, the OMol25 dataset).

Kohn-Sham gap ... 10.97 eV
SMILES ... CO[C@@H](C)C(O)O

Geometry as ORCA input:
```
! RIJCOSX wB97M-V def2-TZVPD def2/J DEFGRID3
* xyz 0 1
O -0.509 0.661 -0.679
O 0.545 1.023 1.812
O -1.706 0.607 1.776
C -0.129 0.490 -2.021
C -0.267 -0.451 0.116
C -0.384 0.082 1.556
C 1.128 -1.119 0.029
H -0.961 -1.208 -0.097
H -0.244 1.465 -2.577
H -0.361 -0.624 2.407
H -1.962 1.458 1.405
H -0.634 -0.322 -2.486
H 1.001 -1.734 0.880
H 1.056 -1.791 -0.862
H 1.841 -0.321 0.040
H 0.931 0.230 -2.208
H 0.658 1.554 0.910
*
```



(B)
# C4H10O3

A molecular structure, C4H10O3 (the ωB97M-V functional and the def2-TZVPD basis, the OMol25 dataset).

Kohn-Sham gap ... 2.99 eV

Geometry as ORCA input:
```
! RIJCOSX wB97M-V def2-TZVPD def2/J DEFGRID3
* xyz 0 1
O -0.257 -1.597 -0.921
O 2.315 0.334 0.554
O -1.481 -3.611 -0.411
C -0.229 1.790 -0.342
C 0.674 0.115 1.148
C 0.008 1.414 0.984
C -0.864 2.919 -0.771
H 0.794 -0.415 0.192
H 0.221 1.191 -1.128
H 1.897 0.384 1.567
H -0.651 3.245 -1.785
H -0.810 -2.513 -0.568
H 0.286 -0.521 1.935
H 0.129 -1.774 -1.773
H -1.548 3.544 -0.213
H -2.023 -3.560 0.383
H 0.060 2.281 1.642
*
```



Most stable structure - (A); separation to the second - 874.8 kJ/mol.